1.
17
Properties=species:S:1:pos:R:3:forces:R:3 method="wB97M-V/def2-TZVPD" e_above_lowest_kcal_mol=36.3 homo_lumo_gap_ev=9.89 e_tot_ha=-538.368314
H -2.810 -0.283 -1.116 -0.244 -0.158 0.093
H 3.303 -0.788 -1.339 0.454 0.284 -0.728
C -1.258 -0.258 0.379 5.021 1.711 0.368
H 3.417 -0.846 0.339 -0.354 0.113 0.309
H -1.307 -1.320 -1.314 -0.841 1.340 -0.740
H -1.728 1.701 0.352 -0.779 1.770 -1.170
H 0.925 -1.184 0.861 -0.717 0.684 0.149
P 1.488 0.554 -0.568 0.437 1.404 -0.802
C -1.730 -0.306 -1.020 0.437 -2.332 -0.427
H 4.053 0.635 -0.363 -1.255 -0.830 -0.714
H -2.595 0.809 1.696 0.131 0.401 -1.118
C 0.461 -0.287 0.384 -1.534 -2.033 0.008
H -1.063 1.424 1.865 1.262 -0.253 0.395
C -1.662 0.986 1.099 -1.768 -1.261 2.207
C 3.229 -0.142 -0.477 0.248 0.157 1.405
H -1.405 -1.187 0.806 -0.928 -1.541 1.523
H -1.319 0.494 -1.584 0.429 0.543 -0.758

2.
93
Properties=species:S:1:pos:R:3:forces:R:3 method="wB97M-V/def2-TZVPD" multiplicity=3 e_above_lowest_kcal_mol=0.0 homo_lumo_gap_ev="6.97 / 5.82" e_tot_ha=-6492.498766 charge=-1
C -1.905 4.401 -1.830 -0.100 -0.068 0.006
H -1.371 -1.616 2.271 0.040 0.047 -0.001
H -2.491 0.705 -3.403 0.002 -0.044 0.003
C -2.432 3.505 4.210 0.010 -0.010 -0.007
C -1.744 -0.612 2.090 0.132 -0.005 0.025
C -1.002 -6.114 -0.191 -0.168 -0.185 -0.158
C -0.823 5.115 -1.339 0.104 -0.006 0.018
O 1.656 -4.612 2.447 0.163 0.024 -0.024
H -2.870 4.883 -1.933 0.005 0.001 0.006
H -2.194 -9.269 0.026 0.001 0.000 -0.004
O -1.678 -3.746 -0.876 0.187 0.350 -0.148
H -2.465 -0.364 2.870 -0.033 0.005 -0.031
O -0.079 -2.834 1.021 0.088 -0.194 -0.003
C 3.942 0.950 -2.575 -0.028 0.019 0.037
C -1.444 -8.104 1.663 -0.011 -0.023 -0.003
H -0.940 6.152 -1.053 0.008 0.006 -0.001
H 4.313 0.797 -3.579 0.020 0.005 0.007
C -2.470 4.079 1.880 -0.006 0.027 -0.025
H -0.306 -4.037 4.015 -0.028 0.010 0.035
C -1.271 2.113 2.609 -0.051 -0.080 0.100
As 0.181 -4.302 1.863 -0.193 0.102 -0.025
H -3.452 5.219 3.409 -0.002 0.000 0.001
C 2.950 1.377 0.020 0.059 0.020 0.003
H -1.344 1.738 4.726 0.003 -0.009 -0.005
H 1.270 5.026 -0.827 -0.024 0.006 -0.004
C 0.537 3.156 -1.569 -0.063 -0.029 -0.059
H -1.613 -8.882 2.396 0.004 -0.001 0.005
C 1.156 -1.211 5.529 -0.002 0.001 0.002
H 1.809 3.128 -6.392 0.003 -0.005 -0.003
N 5.391 4.042 -3.200 -0.023 -0.019 -0.016
H 2.548 1.537 1.012 0.004 0.014 0.001
C 2.738 0.178 -0.630 -0.033 -0.162 0.062
H -4.266 0.510 1.184 0.006 -0.004 0.010
C -0.544 2.421 -2.059 0.153 0.014 -0.009
S 1.996 -1.233 0.104 -0.033 -0.013 -0.107
C 2.209 0.932 5.314 0.007 0.005 0.002
N 3.994 4.653 0.553 -0.006 -0.009 -0.007
C -3.559 0.150 0.452 -0.003 -0.011 0.081
H -1.788 -7.470 -1.646 -0.003 0.008 -0.007
H 1.927 -1.150 -6.520 0.001 0.002 0.000
C 1.632 -0.230 -6.030 0.002 -0.016 -0.011
C 3.863 3.641 0.022 0.036 0.159 0.102
C 3.672 2.382 -0.625 0.026 -0.201 -0.144
C 1.456 1.187 4.180 0.030 0.006 0.003
C -1.878 0.007 -2.832 0.133 -0.006 -0.043
P -0.324 0.611 2.134 -0.077 0.082 -0.036
C -1.656 2.393 3.922 -0.040 0.031 -0.005
H 1.042 -2.156 6.047 0.003 0.003 0.007
C 4.142 2.168 -1.936 -0.144 -0.114 0.096
C -1.546 -7.320 -0.600 0.025 0.027 0.056
H -0.318 -1.688 4.049 0.018 -0.005 0.016
C 4.830 3.212 -2.635 0.115 0.145 -0.040
H 1.497 2.668 -1.487 -0.063 0.016 -0.002
S -0.734 -4.845 -1.418 0.011 -0.155 0.193
H -0.645 -6.729 3.104 -0.008 0.000 0.001
H 2.661 -0.477 6.871 0.001 -0.006 0.001
C 0.392 -0.950 4.398 -0.020 0.031 0.014
S 3.116 -1.713 -2.407 -0.048 0.023 -0.007
P -0.174 0.681 -2.500 -0.170 0.313 -0.238
H -2.718 3.711 5.234 -0.002 0.004 0.000
H 0.741 -1.248 -4.372 0.001 -0.019 0.022
O -0.234 -2.290 -2.557 0.339 0.321 1.026
C 0.531 0.253 3.710 -0.028 -0.119 -0.012
C 0.572 0.887 -4.162 -0.026 -0.145 -0.103
C 1.949 0.996 -6.599 -0.003 -0.005 -0.010
H 0.590 3.037 -4.272 0.004 0.007 0.037
C -1.772 3.062 -2.183 -0.086 0.055 0.017
C -1.770 -8.322 0.334 0.001 -0.013 0.015
C -2.379 -0.481 0.746 0.044 -0.030 0.036
C -1.682 2.971 1.594 -0.002 0.033 -0.034
C 3.289 -0.074 -1.892 0.017 -0.001 -0.060
C 0.879 2.112 -4.753 -0.004 -0.010 0.024
H 1.583 2.128 3.655 -0.003 -0.005 -0.002
H 2.491 1.040 -7.536 -0.001 -0.001 0.001
C -0.900 -6.890 2.065 -0.007 0.005 -0.013
H -2.781 4.733 1.075 0.002 -0.003 -0.004
W -0.190 -2.117 -0.848 -0.346 -1.309 -0.309
O -0.896 -4.024 3.250 0.090 -0.051 -0.034
C 0.957 -0.288 -4.821 0.002 0.086 -0.034
N -1.693 -0.739 -0.438 0.037 0.219 -0.205
H -1.385 2.773 0.571 0.000 -0.017 -0.021
C 1.568 2.165 -5.958 -0.015 0.030 0.013
C 0.411 4.488 -1.210 -0.062 0.060 -0.009
C -3.613 0.324 -0.954 0.003 0.031 -0.046
C 2.064 -0.273 5.992 -0.007 -0.004 0.002
O 0.657 -4.372 -1.010 -0.083 0.479 -0.137
C -2.460 -0.200 -1.472 -0.053 0.016 0.062
H -4.379 0.834 -1.518 0.020 0.005 -0.010
H -2.642 2.528 -2.540 0.051 0.022 0.009
H 2.920 1.670 5.664 0.001 0.003 -0.001
H -1.778 -0.910 -3.412 0.059 0.050 -0.028
C -0.680 -5.885 1.135 0.033 0.192 0.078
C -2.845 4.350 3.186 0.009 -0.009 0.007

3.
80
Properties=species:S:1:pos:R:3:forces:R:3 method="wB97M-V/def2-TZVPD" multiplicity=2 e_above_lowest_kcal_mol=0.0 homo_lumo_gap_ev="5.74 / 5.75" e_tot_ha=-4568.292381
C 3.152 2.724 -0.032 -0.003 0.033 0.013
H -3.701 2.189 -1.704 0.011 0.000 0.009
C -2.785 3.959 0.898 -0.026 -0.053 0.021
C 3.232 -1.421 -0.826 0.140 0.007 0.030
C -1.327 -3.173 -1.715 -0.039 -0.006 -0.015
H 3.218 -2.551 -4.017 0.005 -0.003 0.005
C 3.415 0.013 3.036 -0.059 0.007 -0.126
H 0.827 -2.374 0.722 0.052 0.007 0.003
C 5.106 -0.224 1.301 -0.017 0.079 0.013
H 6.574 -0.477 4.320 -0.005 -0.003 0.002
C -0.010 -3.479 -0.990 -0.021 -0.022 0.039
C 4.238 1.511 -1.798 -0.021 -0.022 0.011
H -3.478 1.727 3.151 0.015 0.001 -0.012
H -5.163 2.368 -0.729 0.012 0.008 0.004
H 4.229 -4.529 -2.906 0.004 0.005 0.003
H -5.010 2.069 2.347 0.005 -0.013 0.012
C 3.622 3.919 -0.553 0.006 0.008 0.017
C -1.743 -1.795 -1.181 0.052 0.006 -0.017
H 0.836 -3.128 -1.575 0.106 0.034 -0.073
H -2.723 -1.802 -0.701 -0.005 -0.002 -0.004
C 4.122 -3.661 -0.947 0.020 -0.009 -0.015
Si -3.134 2.120 0.713 0.020 -0.024 0.016
H -3.673 4.498 1.239 0.001 0.002 -0.020
C 4.244 -0.153 5.378 -0.033 0.002 0.031
H 0.123 -4.540 -0.780 -0.001 0.004 0.010
C -0.125 -2.643 0.268 -0.037 -0.010 -0.001
C 3.783 -0.058 1.645 0.010 -0.026 0.044
H -4.272 0.471 2.197 0.012 0.000 -0.012
C 4.476 -0.165 3.982 0.066 -0.016 0.048
C 6.135 -0.370 2.239 -0.007 0.009 0.031
H 4.758 4.843 -2.120 -0.002 -0.006 0.003
Cl 0.608 -0.818 -5.146 -0.007 0.003 0.007
C 4.705 2.708 -2.319 0.001 0.017 -0.009
C -4.208 1.842 -0.800 0.004 -0.002 0.041
H 5.371 -0.258 0.251 -0.003 0.019 0.014
N 0.494 0.401 -2.352 -0.071 0.209 -0.239
C 3.454 1.511 -0.649 0.011 -0.013 -0.047
H -2.085 -3.919 -1.474 -0.001 0.002 -0.007
C 0.153 1.760 -5.795 0.007 0.010 0.003
Yb 0.033 0.781 -0.408 -0.468 -1.114 0.497
H 5.091 -0.303 6.036 -0.007 0.001 0.003
C 0.324 1.216 -3.373 0.070 0.078 -0.186
C 1.943 0.266 4.976 -0.103 0.012 -0.067
H -0.285 4.585 -3.975 0.000 0.001 -0.009
H 4.544 -4.525 -0.450 -0.011 -0.003 -0.004
C 3.390 -2.554 -2.948 -0.068 -0.023 0.011
H -0.206 3.809 -6.360 0.001 0.000 0.006
C 2.998 0.047 5.875 0.045 -0.008 -0.012
H 2.547 2.742 0.872 0.003 -0.013 0.006
C -0.065 3.113 -5.545 -0.004 0.035 0.021
H -2.463 4.406 -0.045 0.009 -0.018 -0.004
C 3.946 -3.661 -2.324 -0.015 -0.020 0.020
O -1.743 1.287 0.561 -0.128 0.180 0.060
C 5.813 -0.354 3.559 0.007 -0.006 -0.034
C 2.122 0.259 3.615 0.081 -0.033 0.102
H -4.424 0.778 -0.929 0.000 0.005 0.002
H -1.705 -1.023 -1.949 0.004 -0.005 -0.004
C 4.398 3.912 -1.702 0.000 0.014 -0.012
H 0.957 0.458 5.379 0.000 0.001 -0.026
H -1.198 -3.153 -2.795 0.006 0.004 0.010
C 0.085 2.618 -3.233 0.005 0.131 0.137
C 3.778 -2.542 -0.202 0.015 -0.056 -0.002
H 3.955 -2.544 0.867 -0.038 -0.028 -0.035
C -4.058 1.542 2.243 -0.013 0.033 -0.042
Cl -0.040 3.155 -1.524 0.051 0.618 -0.546
C -0.104 3.548 -4.224 0.006 -0.053 -0.082
O -0.757 -1.439 -0.181 0.061 0.115 0.073
H 5.306 2.699 -3.220 -0.002 -0.003 0.004
C 0.336 0.868 -4.762 0.085 -0.099 -0.031
H 3.374 4.853 -0.066 0.002 -0.002 -0.006
H 7.157 -0.501 1.908 0.001 0.003 0.011
H 2.490 -0.624 -2.683 -0.019 0.016 0.016
C 3.012 -1.445 -2.205 -0.050 -0.041 0.007
H -0.761 -3.116 1.025 0.004 -0.008 -0.008
H 2.808 0.059 6.940 0.004 -0.002 -0.002
P 2.713 0.036 0.140 0.162 0.046 -0.024
H 0.181 1.390 -6.812 -0.002 0.010 0.002
H -1.994 4.127 1.635 -0.011 -0.007 0.008
H 4.479 0.583 -2.298 -0.003 -0.006 0.010
I 0.311 0.721 2.630 0.118 0.002 0.295

4.
23
Properties=species:S:1:pos:R:3:forces:R:3 method="wB97M-V/def2-TZVPD" multiplicity=2 e_above_lowest_kcal_mol=41.9 homo_lumo_gap_ev="9.83 / 5.63" e_tot_ha=-512.706528 charge=+1
H 2.864 -1.298 -2.272 1.469 -1.387 0.785
C 2.369 -0.531 -2.755 -0.623 1.900 -3.461
C -0.792 -1.681 1.622 -2.427 1.569 1.456
O 0.888 -0.764 3.144 -1.045 -0.487 -1.179
H 1.042 0.069 3.584 0.530 0.533 0.791
H 1.942 1.391 -2.120 -1.280 -0.910 0.827
H -2.518 -0.577 -1.323 1.106 0.354 -0.930
H -0.999 2.180 0.090 -0.017 -0.425 -0.560
N -0.367 1.796 -0.635 1.089 0.770 1.573
H 1.642 -1.022 -3.482 1.243 0.664 0.567
H -1.336 -2.318 2.371 0.495 0.219 -0.834
C -0.301 -0.506 2.517 1.650 -2.335 -0.556
C 1.602 0.341 -1.827 0.248 1.465 -0.674
H -1.592 -1.280 0.930 0.922 -0.417 0.825
H -0.094 -2.260 1.081 1.054 -0.396 -0.218
O -0.867 0.514 2.723 -1.147 1.288 -0.402
H -2.719 0.803 -0.606 -0.258 1.523 0.990
H -0.111 0.325 -3.133 0.518 -1.378 2.255
H 3.004 0.274 -3.287 -0.262 -2.419 0.287
N 0.168 0.091 -2.102 -1.274 2.018 -0.301
H 1.949 0.164 -0.816 -0.892 0.027 0.397
C -0.720 0.668 -1.230 -3.803 -0.327 -1.275
N -2.114 0.370 -1.250 2.707 -1.850 -0.364